# 1
Entry from OMol25: a structure of composition C33H33N2O2P2SSn (wB97M-V/def2-TZVPD).

Structure (XYZ):
```
74
Properties=species:S:1:pos:R:3:forces:R:3:mulliken_charge:R:1
Sn 1.772469 -0.259462 -2.269655 0.02 0.00 -0.01 0.7574
C 1.014373 1.900676 2.024935 0.01 -0.01 -0.03 -0.8113
N 1.113219 1.236842 0.712613 0.03 0.04 0.07 0.3753
P 2.707951 1.003517 -0.075872 0.04 -0.02 -0.01 0.5640
C 3.147666 2.682004 -0.521016 -0.10 0.03 -0.03 0.6414
C 2.158255 3.617872 -0.835913 0.02 -0.02 0.02 -0.4276
C 2.523431 4.870481 -1.300706 0.03 0.00 -0.01 -0.7566
C 3.866367 5.185053 -1.467976 -0.02 0.01 0.00 -0.5212
C 4.848524 4.248820 -1.175064 0.02 0.00 0.00 -0.7338
C 4.496576 2.993294 -0.705674 0.02 -0.03 0.01 -0.5077
C 3.762024 0.387079 1.215911 0.00 0.02 0.04 0.6117
C 3.901749 -0.998490 1.342838 -0.02 -0.01 -0.03 -0.1549
C 4.691954 -1.514238 2.355785 0.00 0.01 0.01 -0.6686
C 5.341011 -0.653936 3.232832 -0.01 0.01 -0.01 -0.5395
C 5.201347 0.724578 3.108515 0.00 -0.01 0.01 -0.7906
C 4.411536 1.252915 2.103110 0.01 0.00 -0.02 -0.2894
P -3.729699 0.815890 0.498078 -0.12 0.15 0.00 0.0899
C -4.169471 1.829674 -0.854163 -0.04 -0.06 -0.05 0.7964
C -4.325665 1.111690 -2.063218 0.02 0.00 0.02 -0.4057
C -4.765875 1.752043 -3.204240 0.00 0.00 0.01 -0.7172
C -4.991576 3.123128 -3.171676 0.00 0.01 0.01 -0.3503
C -4.776541 3.862892 -2.005910 0.00 -0.01 -0.01 -0.6402
C -4.378886 3.227734 -0.852386 -0.01 0.00 0.03 -0.5173
C -4.288831 1.586242 1.953525 0.00 -0.06 0.03 0.7131
C -3.701968 1.065419 3.134945 -0.01 0.01 0.00 -0.3882
C -4.071848 1.548331 4.371098 0.00 -0.02 -0.02 -0.7462
C -5.073148 2.512260 4.453380 0.00 0.01 0.01 -0.3136
C -5.708692 2.996375 3.308444 0.01 0.00 -0.01 -0.7418
C -5.324503 2.545813 2.067022 -0.01 0.00 0.00 -0.3255
H 1.563672 1.316248 2.759738 -0.01 0.01 0.01 0.3321
H -0.036258 1.956576 2.293139 -0.01 0.00 0.00 0.3819
H 1.439176 2.900097 1.951341 0.01 0.00 -0.01 0.3374
H 1.106948 3.385409 -0.707896 -0.01 0.00 0.00 0.4316
H 1.763022 5.603860 -1.531170 -0.01 0.00 0.00 0.4301
H 4.147733 6.164857 -1.829335 0.00 0.00 0.00 0.4345
H 5.892688 4.496182 -1.308761 0.00 0.00 0.00 0.4397
H 5.270700 2.269934 -0.479127 0.00 0.00 0.00 0.4707
H 3.390744 -1.660485 0.653151 0.01 0.00 0.00 0.2047
H 4.810300 -2.583806 2.463013 0.00 0.00 0.00 0.4339
H 5.964063 -1.058592 4.019263 0.00 0.00 0.00 0.4289
H 5.712487 1.385470 3.795062 0.00 0.00 0.00 0.4518
H 4.310253 2.326332 2.003591 0.00 0.00 -0.01 0.4621
H -4.131895 0.044894 -2.079955 0.00 0.00 -0.01 0.3538
H -4.927879 1.195689 -4.116752 0.00 0.00 0.00 0.4320
H -5.324446 3.631049 -4.067643 0.00 0.00 0.00 0.4184
H -4.928597 4.933445 -2.012535 0.00 0.00 0.00 0.4305
H -4.197985 3.802800 0.045161 0.01 0.01 0.00 0.6432
H -2.959436 0.278953 3.057054 0.00 0.00 0.01 0.4104
H -3.616609 1.161702 5.272007 0.00 0.00 0.00 0.4175
H -5.387170 2.870386 5.425469 0.00 0.00 0.00 0.4143
H -6.516391 3.709151 3.401059 0.00 0.00 0.00 0.4159
H -5.854578 2.882535 1.187947 0.00 -0.01 0.00 0.6072
O 0.059402 0.208928 -0.882650 -0.02 0.03 -0.04 -0.5117
N 0.015320 0.809297 0.218909 0.12 -0.09 -0.02 0.0837
C -2.380477 -7.253919 -1.792937 0.01 0.00 0.00 -1.4120
C -1.247157 -6.276950 -1.876002 -0.01 0.00 0.01 0.7310
C -0.661586 -5.753919 -0.716061 0.00 -0.01 -0.01 -0.9204
C 0.397058 -4.872409 -0.784748 0.00 0.00 -0.01 -0.3074
C 0.871085 -4.494121 -2.040085 0.01 0.00 0.01 0.8300
C 0.295337 -4.980896 -3.211908 -0.01 -0.01 0.00 -0.4722
C -0.756710 -5.874252 -3.117897 0.01 0.01 -0.01 -0.6410
S 2.256719 -3.457603 -2.245458 -0.01 0.03 0.03 0.3184
C 3.508549 -4.264033 -1.270107 -0.01 -0.03 -0.02 -1.0708
O 1.991033 -2.152018 -1.378856 0.02 -0.02 -0.01 -0.3720
H -2.586484 -7.546244 -0.765984 0.00 0.00 0.00 0.3601
H -2.153999 -8.151424 -2.368931 0.00 0.00 0.00 0.3715
H -3.288108 -6.820746 -2.216451 0.00 0.00 0.00 0.3441
H -1.037206 -6.062488 0.250919 0.00 0.00 0.00 0.3457
H 0.842781 -4.483565 0.122226 0.00 0.00 0.00 0.2803
H 0.677588 -4.683123 -4.180643 0.00 0.00 0.00 0.4129
H -1.198853 -6.273036 -4.021924 0.00 0.00 0.00 0.4361
H 3.155559 -4.383537 -0.247885 0.00 0.01 0.00 0.3306
H 4.414768 -3.663623 -1.318227 0.00 0.01 0.00 0.4476
H 3.683119 -5.237492 -1.728697 0.01 0.00 0.00 0.4305
```
Forces are in eV/Å.

- LUMO level: -9.434 eV
- Net charge: +3
- Spin multiplicity: 1
- Electronic energy: -2831.50760 Eh
- Gap between HOMO and LUMO: 0.2487 hartree

# 2
Entry from OMol25: a structure of composition C33H34BF4N10ORuS (wB97M-V/def2-TZVPD).

Structure (XYZ):
```
85
Properties=species:S:1:pos:R:3:forces:R:3:mulliken_charge:R:1
Ru -0.286208 -0.007672 0.206443 -0.59 -0.83 0.04 1.4345
C 2.779621 1.180435 4.645018 0.00 -0.18 0.27 -1.2791
N 2.475541 0.885216 3.246555 -0.21 0.08 -0.08 0.9752
C 1.285100 0.755631 2.670838 0.37 0.05 0.31 -1.0686
N 1.462217 0.486283 1.379218 -0.27 -0.13 -0.30 0.6653
C 2.821230 0.455073 1.233116 0.11 -0.07 0.01 -0.8901
N 3.463850 0.683067 2.346769 -0.22 0.05 -0.09 -1.0922
C 2.391195 0.054785 5.580294 -0.05 0.05 0.08 0.9952
C 2.111500 0.340771 6.914713 0.01 0.07 -0.04 -1.0048
C 1.750646 -0.673251 7.792817 0.04 0.16 -0.01 -0.6947
C 1.628596 -1.974502 7.341275 0.05 -0.13 -0.23 -0.9365
C 1.894173 -2.259042 6.001500 0.10 0.46 0.08 0.0338
C 2.301768 -1.247856 5.130792 -0.02 -0.20 0.13 0.0448
C 1.668146 -3.592781 5.491065 -0.40 -1.16 0.36 0.6616
N 1.224842 -4.641242 6.131607 0.33 1.00 -0.10 -0.5383
N 1.109608 -5.644217 5.214255 0.22 -0.05 -1.04 -0.5092
C 1.490304 -5.152019 4.066444 -0.31 -0.18 1.23 0.7793
O 1.861436 -3.856942 4.180541 0.12 0.06 -0.11 -0.1453
C 1.527854 -5.796579 2.772218 0.05 -0.03 -0.47 -0.3226
C 1.110492 -7.122591 2.634962 0.05 0.17 0.07 -1.0010
C 1.128675 -7.711084 1.385331 0.03 0.00 -0.11 -0.7391
C 1.554647 -6.989836 0.273992 0.03 0.06 -0.08 -0.7617
C 1.977288 -5.672065 0.408274 -0.06 -0.13 -0.12 1.2018
C 2.443984 -4.876705 -0.791614 -0.09 -0.23 0.27 -1.3525
N 1.575835 -3.730937 -1.050498 0.15 0.18 -0.10 0.9959
C 1.653325 -2.492935 -0.576394 0.11 -0.28 -0.04 -0.6096
N 0.620091 -1.792098 -1.017227 -0.35 0.53 0.17 0.2994
C -0.079343 -2.687228 -1.779375 0.02 -0.12 -0.08 -0.5070
N 0.477681 -3.870077 -1.825245 0.01 0.23 0.13 -0.9942
C 1.962787 -5.079206 1.658931 -0.06 -0.10 0.24 0.2015
H 2.259506 2.092627 4.931059 0.00 0.07 -0.07 0.4653
H 3.849002 1.371954 4.680865 0.06 0.03 -0.08 0.3455
H 0.341706 0.827944 3.191092 0.06 -0.03 -0.03 0.6814
H 3.328514 0.274192 0.299319 -0.04 -0.02 0.09 0.6858
H 2.170555 1.365788 7.267260 0.00 -0.06 0.01 0.4538
H 1.542005 -0.438696 8.828905 0.00 0.00 -0.04 0.4104
H 1.312320 -2.774862 7.998658 0.01 0.05 -0.04 0.5566
H 2.499740 -1.494133 4.094862 -0.03 0.00 0.07 0.5667
H 0.775774 -7.664814 3.510571 0.01 0.03 -0.05 0.5509
H 0.803777 -8.736719 1.267031 0.01 0.04 0.00 0.4107
H 1.554094 -7.454282 -0.706186 -0.01 0.00 0.05 0.3955
H 2.425668 -5.491035 -1.685823 0.04 0.03 -0.09 0.4291
H 3.454307 -4.503210 -0.635630 0.03 0.08 -0.05 0.3097
H 2.436451 -2.130267 0.071906 -0.05 -0.13 -0.01 0.4947
H -0.986575 -2.449676 -2.314987 0.14 -0.06 0.06 0.4022
H 2.284093 -4.051223 1.786734 -0.02 -0.03 0.02 0.4380
C -1.560580 6.722051 0.164442 0.01 -0.04 0.01 -1.5831
C -1.553081 5.268866 0.564809 0.03 0.07 -0.03 -0.1794
C -2.204539 4.852259 1.730610 -0.02 0.04 0.02 -0.6203
C -2.219984 3.506666 2.114116 -0.01 -0.06 0.06 -0.3889
C -2.932907 3.047426 3.359196 0.03 0.00 -0.02 -1.4780
C -1.576779 2.600977 1.308399 0.06 -0.09 -0.13 -0.0135
C -0.888174 2.956249 0.106774 0.15 -0.11 -0.09 0.4050
C -0.902774 4.345390 -0.224485 -0.03 0.23 0.00 -0.4267
N -0.280383 1.969353 -0.595434 -0.35 0.18 0.43 0.9222
C 0.475000 2.093482 -1.875473 0.28 -0.08 -0.33 1.6386
C -0.181566 1.160217 -2.899750 -0.04 0.09 0.13 -1.3527
C 1.909371 1.602772 -1.615812 -0.15 0.11 0.06 -1.1673
C 0.569334 3.478003 -2.515628 0.06 -0.07 -0.06 -2.7247
H -2.098518 7.326053 0.892952 0.02 0.01 -0.03 0.3904
H -2.041581 6.853378 -0.806109 -0.01 -0.01 0.03 0.3509
H -0.544874 7.112442 0.080971 -0.02 -0.02 0.02 0.3587
H -2.713340 5.587813 2.345018 0.02 -0.04 -0.03 0.3429
H -3.439752 3.874683 3.854078 0.01 -0.03 -0.03 0.4257
H -2.233045 2.603681 4.070492 -0.01 0.03 -0.03 0.2982
H -3.672243 2.281552 3.120718 0.01 0.03 0.00 0.3502
H -1.641150 1.565951 1.595510 0.02 -0.37 0.08 0.9832
H -0.402877 4.719105 -1.096861 -0.19 0.01 0.25 0.6247
H -0.212159 0.135531 -2.535922 -0.01 -0.05 -0.05 0.0752
H 0.402720 1.166113 -3.821279 -0.02 0.01 0.05 0.5117
H -1.195978 1.482399 -3.131111 -0.01 -0.03 0.00 0.4104
H 1.906711 0.554103 -1.314465 0.05 0.02 -0.06 -0.2148
H 2.393837 2.208732 -0.847409 -0.01 -0.03 -0.04 0.4827
H 2.486381 1.682968 -2.537150 -0.03 -0.01 0.01 0.5945
H -0.412123 3.874361 -2.773737 0.07 0.00 -0.07 0.5506
H 1.124758 3.359546 -3.444911 0.01 -0.05 -0.01 0.5932
H 1.120458 4.185880 -1.896250 0.05 -0.05 -0.14 0.5165
F -0.228578 -1.923431 1.460292 -0.15 0.51 0.03 0.1343
B -0.983028 -1.734320 2.722915 -0.01 -0.18 0.49 -0.6854
F -1.989999 -2.639976 2.800426 0.22 0.26 -0.13 -0.2538
F -0.072752 -1.786470 3.765974 -0.38 0.13 -0.47 0.0922
F -1.478061 -0.378818 2.589869 0.19 -0.08 -0.35 -0.1462
S -2.483530 -0.507538 -0.388320 0.82 0.32 0.46 -0.1671
C -2.633806 -0.721842 -2.043559 -0.08 -0.05 -0.61 0.3880
N -2.760058 -0.920083 -3.176412 0.02 0.09 0.34 -0.4759
```
Forces are in eV/Å.

- LUMO level (alpha / beta): -4.428 / -6.070 eV
- Net charge: +1
- Spin multiplicity: 5
- ⟨S²⟩: 6.062
- Electronic energy: -2818.08294 Eh
- Gap between HOMO and LUMO (alpha / beta): 0.2216 / 0.1612 hartree

# 3
Entry from OMol25: a structure of composition C33H34BN7OPPt (wB97M-V/def2-TZVPD).

Structure (XYZ):
```
78
Properties=species:S:1:pos:R:3:forces:R:3:mulliken_charge:R:1
Pt -0.613399 -0.512359 0.275468 -0.04 0.01 0.03 2.1585
C 1.852811 -2.977707 2.700647 0.01 0.01 0.00 -1.1815
C 0.732771 -2.172326 2.528454 -0.01 -0.03 -0.01 -0.1110
N 0.687158 -1.723235 1.272541 0.06 0.07 0.00 -0.3290
N 1.755844 -2.230214 0.617531 -0.06 -0.08 -0.04 0.4689
C 2.461834 -2.992634 1.460842 0.03 0.04 0.03 -0.3086
B 1.924044 -2.177835 -0.928457 -0.04 -0.03 0.01 -0.0049
N 2.401823 -0.815070 -1.399465 0.02 -0.01 -0.06 -0.1541
C 3.275383 -0.575177 -2.402068 0.02 0.02 0.03 -0.3270
C 3.400371 0.787227 -2.540577 0.00 0.00 0.01 -1.3812
C 2.546082 1.308331 -1.555386 0.02 0.00 0.00 -0.3300
N 1.946205 0.341814 -0.874913 0.02 0.00 0.03 0.6224
N 0.534238 -2.615496 -1.509177 0.00 0.01 0.04 0.7567
C 0.295636 -3.679400 -2.286310 0.01 0.03 -0.02 -0.2630
C -1.069861 -3.875240 -2.375320 -0.01 -0.01 0.00 -1.2930
C -1.612725 -2.867134 -1.586156 -0.02 0.02 -0.01 -0.2497
N -0.641243 -2.104578 -1.086015 0.05 -0.04 0.00 -0.9752
H 2.163579 -3.486862 3.595026 0.00 0.00 0.00 0.4553
H -0.029511 -1.902003 3.236449 0.00 -0.03 -0.01 0.5296
H 3.344499 -3.502287 1.113895 -0.01 -0.01 0.00 0.5317
H 2.713447 -3.017413 -1.256791 0.00 0.01 -0.01 -0.1988
H 3.753488 -1.387538 -2.924133 -0.01 0.00 -0.01 0.4845
H 4.026745 1.323575 -3.231651 0.00 0.00 0.00 0.4724
H 2.354139 2.341084 -1.307600 -0.01 -0.01 0.01 0.5401
H 1.115368 -4.231398 -2.713682 0.00 0.00 0.00 0.5098
H -1.591624 -4.644785 -2.915187 0.00 0.00 0.00 0.4547
H -2.643963 -2.663390 -1.346697 0.00 0.00 0.00 0.5749
C -0.838769 2.301052 -2.882173 0.01 0.01 0.00 -1.5072
C -1.319747 0.897944 -3.240814 0.00 0.01 -0.02 0.7785
C -0.150802 -0.041415 -3.501656 0.01 0.00 -0.02 -1.7615
C -2.324418 0.337584 -2.217477 0.00 -0.02 0.01 -0.4222
C -3.687047 1.007054 -2.313280 0.01 0.01 -0.01 -0.6450
O -3.657269 1.977027 -1.247786 -0.01 0.02 -0.01 -0.4453
C -2.691710 1.615984 -0.406135 0.06 0.00 -0.04 1.3686
N -1.958963 0.623933 -0.792428 -0.05 0.01 0.06 0.0536
C -2.612897 2.489401 0.783991 -0.03 0.01 0.00 0.0271
C -3.577524 3.499557 0.879943 0.00 0.00 0.01 -0.8463
C -3.544427 4.416545 1.913037 0.01 0.00 0.00 -0.7595
C -2.545052 4.344732 2.872195 -0.01 0.00 -0.01 -0.8122
C -1.597393 3.340908 2.794425 0.01 0.00 0.02 -0.4124
C -1.617112 2.409024 1.759513 -0.01 -0.03 -0.05 0.4416
P -0.400603 1.072968 1.843796 0.04 -0.01 0.01 -0.0556
C 1.222733 1.864650 1.833640 -0.02 0.03 -0.02 0.6227
C 2.341983 1.113449 2.194134 0.01 0.00 0.00 -0.1541
C 3.604447 1.674246 2.125897 0.01 -0.02 -0.01 -0.9298
C 3.764312 2.980465 1.681143 -0.01 0.01 -0.01 -0.7189
C 2.657500 3.725445 1.306309 0.01 0.00 0.01 -0.8211
C 1.386970 3.169865 1.379746 -0.01 -0.01 0.01 -1.0095
C -0.699656 0.470576 3.528325 0.05 0.06 0.05 0.3606
C 0.153818 0.742943 4.591757 -0.03 -0.01 0.00 0.0343
C -0.154332 0.273892 5.862829 -0.01 -0.01 0.00 -0.7944
C -1.313440 -0.456437 6.074488 0.01 0.00 0.01 -0.5713
C -2.174959 -0.719147 5.015443 -0.01 -0.01 -0.02 -0.6293
C -1.868961 -0.259021 3.746327 -0.01 0.01 -0.01 -0.6075
H -0.227859 2.701975 -3.690857 0.00 0.00 0.00 0.4948
H -0.215836 2.271927 -1.985210 -0.01 0.01 0.00 0.0892
H -1.663358 2.998619 -2.716210 0.00 0.00 0.00 0.4306
H -1.900345 0.960563 -4.168773 0.00 0.00 0.01 0.4875
H 0.503136 -0.101603 -2.635805 -0.03 0.00 -0.03 0.2788
H 0.443299 0.329293 -4.337747 0.00 0.00 0.01 0.5699
H -0.495259 -1.047620 -3.752499 -0.01 0.00 -0.01 0.3321
H -2.409573 -0.733234 -2.360328 -0.01 -0.01 0.00 0.1861
H -4.523647 0.333456 -2.124758 0.01 -0.01 0.01 0.2877
H -3.843365 1.541499 -3.246545 -0.01 0.00 0.00 0.3341
H -4.353279 3.566704 0.133859 0.00 0.00 0.00 0.5232
H -4.300231 5.188011 1.967406 0.00 0.00 0.00 0.4290
H -2.509975 5.059449 3.683316 0.00 0.00 0.00 0.4778
H -0.832003 3.269738 3.557342 0.00 0.00 0.00 0.5481
H 2.232299 0.087464 2.524759 0.00 -0.01 -0.02 0.4601
H 4.467493 1.086389 2.408786 0.00 0.00 0.00 0.4700
H 4.753700 3.414251 1.622018 0.00 0.00 0.01 0.4221
H 2.778966 4.742304 0.956864 0.00 0.00 0.00 0.4331
H 0.530958 3.761165 1.080604 -0.01 0.00 0.00 0.3898
H 1.060535 1.311909 4.434589 -0.01 0.01 0.01 0.4750
H 0.514660 0.481244 6.687420 0.00 0.00 0.00 0.4668
H -1.548914 -0.821377 7.065355 0.00 0.00 0.00 0.4216
H -3.081477 -1.286402 5.179580 0.00 0.00 0.00 0.4387
H -2.529723 -0.479393 2.914595 -0.01 0.00 0.00 0.3174
```
Forces are in eV/Å.

- LUMO level: -2.908 eV
- Net charge: +1
- Spin multiplicity: 1
- Electronic energy: -2221.94315 Eh
- Gap between HOMO and LUMO: 0.3010 hartree

For reference, largest force on an atom by record: 0.19, 1.29, 0.11 eV/A.